[1]
ORCA calculation (ωB97M-V/def2-TZVPD) on the ion C21H33Cl2N4O with charge +1 at a distorted geometry.

Output
**Highest occupied orbital energy**: -10.11 eV
**LUMO energy**: -2.10 eV
**Frontier orbital gap**: 8.001 eV
**SMILES string**: CN(C)C(=O)N[C@H]1CC[C@H](CC[NH+]2CCN(c3cccc(Cl)c3Cl)CC2)CC1
**Net charge**: +1
**Multiplicity**: 1
**Largest force on an atom**: 16.1 eV/A

Geometry as XYZ:
```
61
Properties=species:S:1:pos:R:3:forces:R:3:mulliken_charge:R:1
C -0.459 -3.875 -1.108 0.142 -3.131 -2.227 -0.841
N -1.340 -3.563 -2.325 2.516 -0.690 4.658 0.052
C -1.795 -4.567 -3.134 13.570 -2.204 1.224 -1.657
C -1.835 -2.406 -2.389 2.213 10.001 3.540 0.116
O -1.348 -1.372 -1.593 -1.415 -4.020 -1.583 -0.784
N -2.602 -1.941 -3.390 -1.588 -0.517 2.112 -0.169
C -3.897 -0.958 -3.266 0.608 -6.107 -9.120 0.028
C -3.526 -0.333 -4.740 -6.342 -1.606 1.732 -0.761
C -2.953 0.888 -4.369 0.790 8.966 -8.004 -1.113
C -2.015 1.144 -3.368 -3.344 -12.143 6.449 2.165
C -1.158 2.110 -3.012 8.539 0.285 -4.044 -2.286
C 0.407 1.633 -2.729 -7.373 -2.452 1.715 -0.856
N 0.267 0.768 -1.270 2.296 -3.103 -9.329 0.855
C 0.002 1.512 -0.198 3.775 3.070 4.496 -0.520
C -0.119 0.680 1.120 8.735 3.641 -2.449 -1.973
N 1.463 -0.163 1.064 -7.958 4.965 5.346 -0.158
C 2.193 0.541 1.912 4.990 2.081 2.337 0.609
C 3.511 1.033 1.473 -1.827 -4.435 -0.527 -0.471
C 4.498 1.204 2.377 1.202 5.449 3.613 -0.885
C 4.131 1.714 3.815 0.319 -2.498 -5.201 -0.534
C 2.829 1.401 4.176 3.563 0.339 -0.030 0.140
Cl 2.499 1.618 5.825 -0.704 0.339 0.915 -0.183
C 1.987 0.704 3.324 0.901 1.072 -3.081 0.592
Cl 0.539 0.394 3.957 -3.946 -1.765 1.715 -0.211
C 1.745 -0.743 -0.142 -14.206 3.431 -1.628 -2.044
C 1.636 0.114 -1.267 -1.331 1.549 0.964 -0.968
C -3.047 0.815 -1.996 4.214 5.973 0.709 -0.281
C -4.114 -0.068 -2.228 0.426 -4.993 5.039 -0.902
H 0.647 -4.022 -1.442 -2.073 -0.292 0.372 0.220
H -0.969 -4.826 -0.651 1.470 1.777 -0.650 0.444
H -0.417 -3.073 -0.452 -0.564 1.334 1.079 0.222
H -1.218 -5.566 -2.732 -1.039 2.229 -1.417 0.450
H -2.615 -4.838 -3.007 -13.662 -3.553 1.385 0.711
H -1.429 -4.346 -4.035 0.628 0.003 -4.154 0.495
H -2.890 -2.797 -3.764 -1.574 -0.889 -2.068 0.386
H -4.823 -1.668 -3.527 2.035 1.324 1.210 0.417
H -2.935 -0.917 -5.396 0.198 -0.976 -0.237 0.374
H -4.639 -0.132 -5.193 2.912 -0.418 0.468 0.322
H -2.251 1.251 -5.310 -1.620 -0.648 1.072 0.245
H -3.755 1.719 -4.523 1.132 -0.939 0.982 0.164
H -1.494 0.003 -3.372 -0.296 2.976 0.016 -0.195
H -0.928 2.613 -3.924 0.277 1.180 -1.195 0.488
H -1.409 2.827 -2.441 -2.252 4.885 4.645 0.880
H 0.578 1.111 -3.644 0.649 -1.603 0.242 0.513
H 1.068 2.360 -2.634 2.859 3.443 1.072 0.750
H -0.487 0.134 -1.611 -0.011 -0.932 0.758 -0.914
H -0.790 2.091 -0.323 -4.365 2.015 -0.644 0.771
H 0.756 2.378 -0.290 -0.189 -1.232 1.315 0.448
H -0.236 1.350 1.925 -0.124 0.058 0.952 0.902
H -0.792 0.088 0.828 -5.598 -5.499 -0.880 0.549
H 3.753 0.459 0.547 0.365 1.456 0.024 0.295
H 5.488 1.644 2.019 -1.061 -1.398 0.499 0.308
H 4.944 2.188 4.340 -0.397 -0.059 0.596 0.422
H 2.365 -1.181 0.267 12.859 -8.925 3.803 2.309
H 0.744 -1.501 0.089 2.720 1.137 -2.680 0.037
H 1.827 -0.568 -1.990 0.030 -0.963 -3.692 0.386
H 2.224 0.997 -1.239 1.441 0.285 -0.068 0.638
H -3.414 1.861 -1.974 -0.372 -0.260 0.224 0.921
H -2.507 0.779 -0.998 -0.570 -0.605 -1.345 -0.388
H -5.086 0.277 -2.258 -1.993 0.957 0.024 0.338
H -4.071 -0.975 -1.378 -0.578 2.633 -1.046 0.133
```
Forces are in eV/Å.


[2]
ORCA calculation (ωB97M-V/def2-TZVPD) on a structure of composition C5H10S at a distorted geometry.

Output
**Highest occupied orbital energy**: -8.64 eV
**LUMO energy**: -0.57 eV
**Frontier orbital gap**: 8.072 eV
**Multiplicity**: 1
**Energy relative to the best compared isomer or geometry (same formula, charge and spin)**: 997.0 kJ/mol
**Largest force on an atom**: 7.7 eV/A

Geometry as XYZ:
```
16
Properties=species:S:1:pos:R:3:forces:R:3:mulliken_charge:R:1
C 2.023 -0.524 0.505 2.889 6.211 3.532 -0.898
C 1.144 -0.307 -0.633 -0.420 3.564 -3.227 -0.335
C 0.049 0.701 -0.333 -1.263 -0.589 -1.829 -0.269
C -1.445 0.391 -0.539 -0.418 2.443 -5.877 -0.101
C -1.918 -0.316 0.555 -1.903 -3.302 6.320 -0.812
H 2.593 -1.349 0.217 1.059 -1.808 1.158 0.352
H 1.595 -0.145 1.774 1.187 -2.123 -4.185 0.233
H 2.881 0.464 0.361 -2.298 -3.013 0.966 0.213
H 1.769 0.442 -1.500 -1.641 -2.661 2.132 0.253
H 0.880 -1.224 -1.151 -0.648 0.054 0.094 0.363
H -1.989 1.455 -0.647 1.241 -2.520 -0.094 0.278
H -1.726 -0.349 -1.449 1.077 2.406 1.239 0.244
H -0.755 0.034 1.481 -4.011 -1.807 -1.554 0.214
H -2.122 -1.806 0.121 0.606 4.323 2.118 0.185
H -3.351 0.326 1.136 3.957 -2.078 -1.403 0.225
S 0.372 2.205 0.102 0.586 0.900 0.611 -0.144
```
Forces are in eV/Å.


[3]
ORCA calculation (ωB97M-V/def2-TZVPD) on a cluster of 9 separate species, C39H57BrCl16IN2O6S2 in total at a distorted geometry.

Output
**Highest occupied orbital energy**: -4.67 eV
**LUMO energy**: 1.53 eV
**Frontier orbital gap**: 6.205 eV
**Net charge**: -1
**Multiplicity**: 1
**Largest force on an atom**: 2.6 eV/A

Geometry as XYZ:
```
124
Properties=species:S:1:pos:R:3:forces:R:3:mulliken_charge:R:1
C -3.492 0.359 2.841 -0.672 -0.302 0.651 -0.537
C -3.317 -1.081 3.329 -0.563 -0.276 -0.539 -0.613
N -2.414 -1.901 2.465 -0.018 0.216 1.763 0.540
C -1.054 -1.355 2.648 0.141 -0.055 -0.336 -1.979
C 0.110 -2.295 2.313 0.087 0.221 -0.422 -0.320
C 0.579 -2.473 0.863 0.471 -0.195 0.031 -0.200
C 1.866 -3.025 0.725 0.271 -0.696 1.033 0.212
C 2.714 -3.344 1.961 0.389 1.009 -0.470 -0.673
C 3.693 -2.134 2.181 0.070 0.376 -0.367 -0.831
C 5.160 -2.559 2.020 -0.601 -0.059 0.272 -0.855
I 6.510 -0.898 2.348 -0.208 -0.413 0.108 -0.004
C 2.433 -3.297 -0.509 0.041 -0.538 -0.749 0.343
O 3.689 -3.857 -0.631 -0.255 -0.124 0.654 -0.472
C 1.721 -3.025 -1.677 -0.199 -0.621 -0.144 0.294
S 2.378 -3.393 -3.318 1.773 1.401 -1.240 1.657
C 1.190 -4.349 -4.268 -0.727 -0.393 -0.120 -1.181
O 3.636 -4.097 -3.279 -0.606 -1.280 0.652 -0.705
O 2.526 -2.133 -3.986 -0.776 0.425 0.094 -0.633
C 0.459 -2.469 -1.549 -0.684 0.570 -0.888 0.391
C -0.114 -2.187 -0.309 -0.114 0.244 0.409 -0.459
N -1.425 -1.610 -0.253 -0.156 0.030 -0.520 0.455
C -1.575 -0.469 -1.117 0.061 0.455 -0.174 -1.178
C -2.076 0.734 -0.671 -0.067 0.379 0.905 -0.128
C -2.219 1.818 -1.516 0.133 0.650 -0.319 -0.923
C -1.892 1.726 -2.854 -0.139 -0.093 0.349 0.221
Br -2.136 3.232 -4.009 0.014 -0.329 0.345 -0.150
C -1.383 0.535 -3.326 0.188 -0.014 -1.799 0.214
C -0.991 0.351 -4.804 0.997 -0.079 -1.850 -0.368
O 0.215 0.520 -5.085 -0.464 0.178 1.009 -0.685
O -1.883 0.036 -5.630 -0.650 0.015 1.047 -0.699
C -1.228 -0.516 -2.457 0.512 -1.329 0.541 1.294
S -0.528 -2.077 -2.995 -0.068 0.133 0.110 -0.451
C -2.557 -3.245 2.988 0.120 -1.149 -1.064 0.536
C -2.070 -3.642 4.404 -0.027 1.146 -1.056 -1.111
O -3.052 -4.096 2.277 0.216 0.628 0.725 -0.620
H -3.964 0.917 3.663 0.235 -0.023 -0.185 -0.144
H -2.566 0.872 2.578 -0.166 -0.107 -0.074 0.343
H -4.231 0.356 2.036 0.529 0.151 -0.204 0.218
H -3.017 -1.144 4.393 0.147 0.287 -0.249 0.409
H -4.309 -1.558 3.270 0.213 0.098 0.082 0.440
H -0.967 -0.472 2.004 -0.071 -0.214 0.106 0.347
H -0.929 -0.991 3.687 0.077 -0.214 -0.136 0.771
H 0.981 -1.894 2.848 -0.315 0.060 -0.052 0.175
H -0.012 -3.309 2.726 -0.226 0.296 -0.021 0.291
H 3.334 -4.218 1.798 -0.170 -0.095 -0.011 -0.266
H 2.101 -3.530 2.842 0.218 -0.031 -0.132 0.475
H 3.510 -1.382 1.402 -0.130 -0.133 0.200 0.431
H 3.507 -1.611 3.128 0.217 -0.322 -0.026 0.574
H 5.360 -3.377 2.719 0.484 0.294 -0.106 0.458
H 5.355 -2.866 0.991 -0.053 -0.031 0.227 0.264
H 3.668 -4.778 -0.281 -0.067 0.978 -0.350 -0.090
H 0.321 -4.676 -3.685 0.306 0.040 0.043 0.395
H 1.671 -5.214 -4.735 0.232 0.162 0.460 0.415
H 0.817 -3.714 -5.079 0.194 0.192 0.366 0.414
H -2.078 -2.306 -0.621 0.000 -0.053 0.350 0.363
H -2.351 0.885 0.369 0.080 -0.306 -0.069 0.242
H -2.587 2.754 -1.121 0.167 -0.024 -0.130 1.019
H -2.931 -4.062 4.924 0.333 -0.072 0.128 0.355
H -1.673 -2.744 4.892 -0.128 -0.382 0.289 0.302
H -1.254 -4.354 4.260 -0.311 -0.131 0.233 0.325
Cl 7.011 -2.026 7.238 -0.027 -0.029 -0.018 -0.220
C 8.230 -1.097 6.320 0.091 0.034 -0.072 -0.189
C 8.371 0.319 6.819 0.194 -0.164 -0.181 0.391
Cl 6.929 1.302 6.465 -0.006 0.031 0.028 -0.174
H 7.948 -1.123 5.268 -0.104 0.022 0.053 0.056
H 9.178 -1.623 6.434 -0.009 0.028 0.069 0.296
H 9.218 0.810 6.321 -0.685 -0.568 0.194 -0.547
H 8.544 0.348 7.893 -0.081 -0.018 -0.007 0.357
Cl -4.580 2.422 0.167 -0.600 0.166 0.373 -0.004
C -6.035 3.438 0.041 -0.137 -0.006 0.124 -0.782
C -5.961 4.380 -1.134 -0.132 0.120 -0.093 -0.213
Cl -4.737 5.655 -0.890 0.054 0.014 0.098 -0.238
H -6.160 3.981 0.976 0.083 0.033 -0.026 0.405
H -6.881 2.761 -0.076 0.007 0.031 -0.111 0.373
H -6.920 4.884 -1.261 0.003 -0.009 0.050 0.433
H -5.726 3.857 -2.057 0.151 0.231 0.192 0.031
Cl 4.182 -6.343 0.880 0.185 -0.770 0.295 -0.235
C 5.809 -6.463 0.152 0.192 0.023 -0.252 -0.346
C 6.745 -7.286 0.998 0.023 -0.073 -0.026 -0.512
Cl 7.159 -6.471 2.528 -0.029 -0.005 0.031 -0.173
H 6.184 -5.452 0.003 -0.079 0.020 0.084 0.274
H 5.685 -6.927 -0.825 -0.042 -0.028 0.038 0.427
H 7.678 -7.444 0.459 -0.022 0.075 -0.030 0.345
H 6.318 -8.257 1.238 -0.039 0.054 0.052 0.319
Cl 9.630 2.245 2.934 -0.069 0.021 -0.017 -0.132
C 11.237 2.716 3.532 0.030 0.005 -0.107 -0.433
C 11.599 1.958 4.783 0.248 -0.028 -0.006 -0.500
Cl 10.591 2.443 6.171 0.569 0.656 -0.077 -0.198
H 11.240 3.791 3.695 -0.072 -0.031 0.071 0.321
H 11.954 2.489 2.743 -0.002 -0.071 0.039 0.290
H 12.634 2.160 5.056 -0.028 0.058 -0.002 0.344
H 11.486 0.885 4.641 -0.095 0.031 0.001 0.323
Cl -2.291 6.722 -4.940 0.065 0.063 -0.058 -0.187
C -3.912 6.995 -4.261 -0.074 -0.089 -0.035 -0.063
C -4.510 8.303 -4.714 -0.161 -0.110 -0.057 -0.474
Cl -3.663 9.713 -4.021 0.018 0.043 -0.018 -0.213
H -3.834 6.945 -3.181 0.045 0.034 0.035 0.046
H -4.538 6.169 -4.597 -0.012 0.037 -0.034 0.223
H -5.546 8.365 -4.385 0.036 -0.016 0.061 0.337
H -4.488 8.397 -5.798 0.101 0.024 0.027 0.331
Cl -6.412 1.770 -2.812 -0.147 -0.396 -0.108 -0.129
C -6.556 0.954 -4.391 -0.025 -0.228 -0.173 -0.622
C -6.128 1.853 -5.520 0.165 -0.111 0.003 0.087
Cl -7.269 3.207 -5.763 -0.019 0.064 0.027 -0.222
H -7.586 0.621 -4.506 -0.024 0.121 0.047 0.377
H -5.915 0.075 -4.355 0.125 0.109 0.006 0.322
H -6.100 1.289 -6.451 -0.040 0.022 0.008 0.260
H -5.139 2.271 -5.345 -0.033 0.009 0.030 -0.112
Cl -3.842 1.839 6.304 0.034 0.023 0.113 -0.166
C -5.360 2.757 6.138 -0.142 -0.036 -0.008 -0.505
C -5.340 3.676 4.941 -0.105 -0.018 -0.069 -0.131
Cl -4.199 5.026 5.151 0.021 -0.010 -0.009 -0.188
H -5.524 3.307 7.061 0.094 0.032 -0.027 0.390
H -6.161 2.027 6.028 0.025 0.005 -0.073 0.276
H -6.327 4.114 4.799 0.004 -0.006 0.064 0.320
H -5.068 3.142 4.032 0.088 0.009 0.042 0.032
Cl -6.299 2.622 -9.486 -0.044 0.034 0.024 -0.184
C -4.614 2.352 -10.009 0.132 -0.086 -0.141 -0.383
C -3.778 1.716 -8.928 0.101 -0.059 0.046 -0.607
Cl -3.485 2.815 -7.564 -0.003 0.091 -0.051 -0.085
H -4.201 3.308 -10.321 -0.052 0.033 0.104 0.297
H -4.655 1.695 -10.877 -0.025 -0.038 0.050 0.318
H -2.801 1.445 -9.328 -0.011 0.017 -0.001 0.374
H -4.246 0.814 -8.538 0.003 0.031 0.028 0.280
```
Forces are in eV/Å.


[4]
ORCA calculation (ωB97M-V/def2-TZVPD) on the molecule C2H5ClIN at a distorted geometry.

Output
**Highest occupied orbital energy**: -9.20 eV
**LUMO energy**: 0.28 eV
**Frontier orbital gap**: 9.489 eV
**SMILES string**: CN(Cl)CI
**Multiplicity**: 1
**Energy relative to the best compared isomer or geometry (same formula, charge and spin)**: 128.9 kJ/mol
**Largest force on an atom**: 5.5 eV/A

Geometry as XYZ:
```
10
Properties=species:S:1:pos:R:3:forces:R:3:mulliken_charge:R:1
C -0.385 -1.278 -0.137 -1.122 -1.147 -0.344 -0.649
N 0.297 -0.157 -0.705 3.258 3.411 2.740 -0.253
Cl -0.438 0.792 -2.027 -0.187 -1.357 1.142 -0.091
C 0.704 1.034 0.449 -2.046 -1.411 -3.771 -0.729
I -1.005 1.933 1.463 0.678 -0.550 -0.227 0.092
H -0.476 -2.045 -0.946 -0.766 0.726 0.602 0.274
H 0.052 -1.886 0.700 1.029 1.256 -0.751 0.280
H -1.269 -0.907 0.361 -1.215 -0.466 -0.397 0.302
H 1.485 0.728 1.104 0.204 -0.657 0.574 0.409
H 1.034 1.785 -0.260 0.167 0.196 0.434 0.365
```
Forces are in eV/Å.


> LUMO energy of number 1 (C21H33Cl2N4O)?

-2.10 eV


> The highest highest occupied orbital energy belongs to which entry?

C39H57BrCl16IN2O6S2